Entry 1:
Molecular formula: C3H6CeF3O
Method: DFT, the ωB97M-V functional and the def2-TZVPD basis

Geometry as XYZ:
```
14
Properties=species:S:1:pos:R:3:forces:R:3:lowdin_charge:R:1
H -2.57609 -0.30719 2.15276 -0.6 -1.8 -0.9 0.179
C -3.39293 0.02731 1.49124 -2.6 2.5 -2.0 -0.299
F -4.32852 -0.67154 0.50349 2.7 0.6 3.4 -0.043
F -4.18895 0.74664 2.30984 0.0 -1.1 -0.6 0.098
F -2.84887 0.91649 0.63821 0.5 -0.3 0.1 0.063
Ce -1.90721 -2.34871 -2.85326 0.1 -0.1 1.9 1.490
C -2.03814 -4.65713 0.51575 0.2 0.0 0.1 -0.147
O -2.04412 -3.31966 0.91848 -0.6 1.3 0.0 -0.292
C -1.43622 -2.40821 0.00630 1.5 -0.9 -1.7 -0.345
H -2.57935 -5.24334 1.27010 0.2 0.2 -0.2 0.101
H -2.56951 -4.79481 -0.44549 0.1 0.0 -0.1 0.060
H -1.00628 -5.04178 0.43600 -0.3 0.0 -0.1 0.094
H -1.27334 -1.36961 0.32918 -1.2 -0.2 0.7 0.009
H -0.35534 -2.67074 0.03382 0.0 -0.3 -0.5 0.032
```
Forces are in eV/Å.

## Properties
Net charge: +1
Spin multiplicity: 3
⟨S²⟩: 2.00
Calculated total energy (Eh): -967.3843
ΔE to the lowest compared entry with this formula, charge and spin (kcal per mole): 98.6
Max |F| (hartree/bohr): 0.085

Entry 2:
Molecular formula: C3H6Cl2INOOsS4
Method: DFT, the ωB97M-V functional and the def2-TZVPD basis

Geometry as XYZ:
```
19
Properties=species:S:1:pos:R:3:forces:R:3:lowdin_charge:R:1
Os 0.41300 0.37955 0.00029 -1.2 1.4 0.7 0.723
S 0.61807 1.32131 2.04800 0.1 -0.6 -0.8 0.128
S -0.34650 3.15549 2.09822 0.1 0.6 -0.8 0.139
S 0.10811 4.00068 0.32728 -0.1 -0.2 1.0 0.226
S 0.09445 2.41166 -1.00369 0.1 -0.8 0.1 0.126
N -3.59430 -1.55516 -0.26981 0.3 -0.1 -0.1 0.251
C -2.76344 -0.54525 -0.13442 -0.7 0.5 0.2 -0.615
O -1.51886 -0.73306 -0.13951 1.3 0.0 -0.1 -0.192
C -3.33365 0.82769 0.06092 0.0 -0.1 0.3 -0.513
I -3.60923 1.15253 2.18058 0.1 -0.1 -0.3 0.921
H -3.22982 -2.49148 -0.37417 0.0 0.0 0.0 0.154
H -4.59596 -1.44310 -0.26451 0.0 0.1 0.0 0.149
H -4.29751 0.96473 -0.41860 0.0 0.0 0.0 0.070
H -2.62575 1.57512 -0.27801 0.0 0.0 -0.1 0.009
Cl 1.74555 -1.52975 -0.42548 -0.8 -0.8 -0.2 0.535
C 3.45812 -2.11995 -0.50870 1.6 0.1 -0.5 -0.863
Cl 4.19965 -1.62761 -2.01246 -0.3 -0.1 0.4 0.640
H 3.38428 -3.20146 -0.46289 -0.3 0.0 0.0 0.057
H 4.00318 -1.70655 0.33242 -0.2 0.1 0.1 0.056
```
Forces are in eV/Å.

## Properties
Net charge: +2
Spin multiplicity: 5
⟨S²⟩: 6.03
Calculated total energy (Eh): -3148.7286
Max |F| (hartree/bohr): 0.038

Entry 3:
Molecular formula: C3H6Cl2OSi
Method: DFT, the ωB97M-V functional and the def2-TZVPD basis

Geometry as XYZ:
```
13
Properties=species:S:1:pos:R:3:forces:R:3:lowdin_charge:R:1
C 1.64041 -0.91593 -1.53795 0.4 0.6 -2.8 -0.033
C 0.49429 -0.85052 -0.92811 -2.1 0.6 2.5 -0.247
C -1.22752 1.20844 0.63343 -0.1 -0.3 0.7 -0.195
O 1.08659 -0.56336 1.95399 0.7 -1.2 0.3 -0.589
Si 0.15390 -0.12763 0.85203 -1.4 1.1 -3.3 0.647
Cl 1.31449 0.59463 3.65957 0.1 0.9 1.2 0.190
Cl -2.57439 -1.08493 -1.27961 0.1 -0.4 -0.4 0.131
H 1.66131 -0.82921 -2.66493 0.0 -0.7 1.2 0.097
H 2.61756 -0.87522 -1.09840 0.2 0.0 0.6 0.067
H -0.57711 -0.93587 -1.36961 0.8 0.1 -0.2 -0.087
H -1.97931 0.74932 -0.06980 0.8 0.6 1.0 -0.079
H -1.68592 1.43003 1.63541 0.3 -0.4 -0.9 0.046
H -0.92430 2.20023 0.21399 0.3 -1.0 0.3 0.051
```
Forces are in eV/Å.

## Properties
Calculated total energy (Eh): -1402.8599
ΔE to the lowest compared entry with this formula, charge and spin (kcal per mole): 160.6
Max |F| (hartree/bohr): 0.073

What did the first record say?
Molecular formula: C3H6CeF3O
Method: DFT, the ωB97M-V functional and the def2-TZVPD basis

Geometry as XYZ:
```
14
Properties=species:S:1:pos:R:3:forces:R:3:lowdin_charge:R:1
H -2.57609 -0.30719 2.15276 -0.6 -1.8 -0.9 0.179
C -3.39293 0.02731 1.49124 -2.6 2.5 -2.0 -0.299
F -4.32852 -0.67154 0.50349 2.7 0.6 3.4 -0.043
F -4.18895 0.74664 2.30984 0.0 -1.1 -0.6 0.098
F -2.84887 0.91649 0.63821 0.5 -0.3 0.1 0.063
Ce -1.90721 -2.34871 -2.85326 0.1 -0.1 1.9 1.490
C -2.03814 -4.65713 0.51575 0.2 0.0 0.1 -0.147
O -2.04412 -3.31966 0.91848 -0.6 1.3 0.0 -0.292
C -1.43622 -2.40821 0.00630 1.5 -0.9 -1.7 -0.345
H -2.57935 -5.24334 1.27010 0.2 0.2 -0.2 0.101
H -2.56951 -4.79481 -0.44549 0.1 0.0 -0.1 0.060
H -1.00628 -5.04178 0.43600 -0.3 0.0 -0.1 0.094
H -1.27334 -1.36961 0.32918 -1.2 -0.2 0.7 0.009
H -0.35534 -2.67074 0.03382 0.0 -0.3 -0.5 0.032
```
Forces are in eV/Å.

## Properties
Net charge: +1
Spin multiplicity: 3
⟨S²⟩: 2.00
Calculated total energy (Eh): -967.3843
ΔE to the lowest compared entry with this formula, charge and spin (kcal per mole): 98.6
Max |F| (hartree/bohr): 0.085